Arrangement one

The following is a quantum chemistry calculation of a 5-piece molecular cluster, H10O5 overall, from the Open Molecules 2025 dataset.

Each atom is followed by the atoms it is bonded to, with distances in Å.
Cartesian coordinates (Å):
1 O 0.706 -2.212 2.364  H2 0.982, H3 0.953
2 H 1.003 -2.162 3.299  O1 0.982
3 H 0.483 -1.326 2.094  O1 0.953
4 O 0.974 2.718 -2.879  H5 0.981, H6 0.912
5 H 1.779 2.203 -2.657  O4 0.981
6 H 0.508 2.693 -3.663  O4 0.912
7 O -0.288 0.386 -0.730  H8 0.983, H9 0.961
8 H 0.113 0.092 0.118  O7 0.983
9 H 0.209 1.194 -0.882  O7 0.961
10 O -0.026 0.302 1.848  H11 0.932, H12 1.054
11 H -0.625 0.495 2.535  O10 0.932
12 H 0.699 0.925 2.292  O10 1.054
13 O -1.766 -2.032 -1.468  H14 0.988, H15 1.067
14 H -1.101 -1.308 -1.374  O13 0.988
15 H -2.664 -1.973 -0.895  O13 1.067

Output
lowest unoccupied orbital energy	-0.14	eV

Arrangement two

The following is a quantum chemistry calculation of a 5-piece molecular cluster, H10O5 overall, from the Open Molecules 2025 dataset.

Each atom is followed by the atoms it is bonded to, with distances in Å.
Cartesian coordinates (Å):
1 O 6.057 10.804 -42.158  H2 0.965, H3 0.960
2 H 6.002 11.649 -41.694  O1 0.965
3 H 6.177 10.154 -41.461  O1 0.960
4 O 9.030 12.442 -40.005  H5 0.967, H6 0.960
5 H 8.134 12.709 -40.251  O4 0.967
6 H 8.917 11.816 -39.285  O4 0.960
7 O 6.246 13.291 -40.462  H8 0.961, H9 0.967
8 H 5.858 13.972 -41.018  O7 0.961
9 H 5.802 13.401 -39.610  O7 0.967
10 O 4.200 15.683 -40.373  H11 0.962, H12 0.962
11 H 4.287 16.586 -40.052  O10 0.962
12 H 4.039 15.764 -41.319  O10 0.962
13 O 4.146 13.787 -38.254  H14 0.961, H15 0.967
14 H 4.600 14.313 -37.590  O13 0.961
15 H 4.000 14.385 -39.000  O13 0.967

Output
lowest unoccupied orbital energy	-0.10	eV

The energetic minimum among the shown structures is arrangement two; the next structure lies 36.6 kcal/mol above.